1.
Density functional theory data (ωB97M-V with the def2-TZVPD basis set) for C39H49AsIN7O2PtS2 as an isolated structure.

The geometry in ORCA input format:
```
! RIJCOSX wB97M-V def2-TZVPD def2/J DEFGRID3
* xyz 2 1
Pt 0.22 0.67 0.31
C 5.01 3.81 -1.30
N 4.56 2.49 -1.76
C 3.56 1.77 -1.29
S 2.46 2.38 -0.04
N 3.35 0.54 -1.69
C 4.21 -0.14 -2.66
H 5.05 4.50 -2.14
H 6.01 3.71 -0.87
H 4.34 4.19 -0.55
H 5.13 2.06 -2.48
H 2.64 -0.02 -1.19
H 4.23 0.41 -3.60
H 3.78 -1.11 -2.86
H 5.22 -0.25 -2.27
C -5.46 0.51 -2.16
C -4.36 -0.33 -2.27
C -3.35 -0.28 -1.31
C -3.45 0.62 -0.25
C -4.57 1.45 -0.14
C -5.57 1.39 -1.10
As -2.08 0.54 1.10
C -2.39 2.04 2.29
C -2.47 3.32 1.75
C -2.56 4.42 2.59
C -2.56 4.24 3.97
C -2.47 2.97 4.51
C -2.38 1.86 3.67
C -2.51 -1.06 2.07
C -1.65 -2.16 2.01
C -2.01 -3.33 2.66
C -3.21 -3.40 3.36
C -4.06 -2.30 3.42
C -3.71 -1.13 2.76
H -6.25 0.46 -2.91
H -4.29 -1.04 -3.08
H -2.50 -0.95 -1.38
H -4.67 2.13 0.70
H -6.43 2.03 -1.01
H -2.48 3.46 0.68
H -2.65 5.41 2.17
H -2.64 5.10 4.63
H -2.48 2.83 5.58
H -2.31 0.87 4.09
H -0.71 -2.09 1.48
H -1.36 -4.19 2.61
H -3.48 -4.32 3.87
H -4.99 -2.36 3.96
H -4.38 -0.28 2.79
C -0.69 -1.21 6.02
C 0.51 -1.39 5.08
C 0.74 -0.18 4.23
N 0.35 -0.08 3.02
N 0.64 1.15 2.45
C 1.24 1.97 3.27
N 1.59 3.23 2.97
S 1.52 1.27 4.83
H -0.82 -2.10 6.64
H -1.61 -1.07 5.44
H -0.56 -0.35 6.68
H 0.33 -2.21 4.40
H 1.41 -1.61 5.65
H 1.16 3.67 2.18
H 1.91 3.85 3.70
C 1.56 -4.25 -1.18
C 2.53 -3.44 -0.31
C 2.63 -4.06 1.09
C 3.91 -3.43 -0.97
C 1.99 -2.07 -0.16
C 1.35 -1.04 0.03
H 1.92 -5.28 -1.27
H 1.49 -3.82 -2.18
H 0.56 -4.27 -0.73
H 3.04 -5.07 1.02
H 1.65 -4.12 1.56
H 3.28 -3.47 1.73
H 4.30 -4.45 -1.02
H 4.62 -2.83 -0.39
H 3.86 -3.04 -1.98
O 0.34 -3.59 -6.67
C 0.88 -2.32 -6.84
N 0.27 -1.33 -5.95
C 0.83 -0.98 -4.78
O 1.90 -1.40 -4.37
C 0.06 0.00 -3.94
C -0.70 1.05 -4.43
C -1.29 1.93 -3.53
C -1.10 1.73 -2.18
N -0.35 0.73 -1.71
C 0.21 -0.13 -2.57
H 0.76 -4.02 -5.91
H 0.67 -2.02 -7.87
H 1.95 -2.29 -6.66
H -0.70 -1.11 -6.12
H -0.82 1.20 -5.50
H -1.91 2.75 -3.87
H -1.57 2.37 -1.45
H 0.79 -0.93 -2.14
I 1.89 5.68 -0.17
C 1.65 3.70 -0.96
H 0.58 3.52 -0.92
H 1.94 3.71 -2.01
*
```

The value obtained for the HOMO energy is -12.230 eV. For the frontier orbital gap, the calculation gives 6.905 eV.

***

2.
Density functional theory data (ωB97M-V with the def2-TZVPD basis set) for a 13-piece molecular cluster, C47H124N8O13 overall.

The geometry in ORCA input format:
```
! RIJCOSX wB97M-V def2-TZVPD def2/J DEFGRID3
* xyz 0 1
C -2.71 1.29 -2.02
O -1.91 1.78 -3.07
H -2.22 0.68 -1.27
H -2.98 2.12 -1.36
H -3.63 0.79 -2.30
H -1.68 2.67 -2.81
C -4.20 3.21 2.18
O -3.01 2.57 2.72
H -3.95 3.71 1.25
H -4.96 2.47 1.92
H -4.53 3.88 2.97
H -2.39 2.24 2.08
C 0.32 1.33 -0.32
O -0.40 1.23 0.94
H 0.83 0.43 -0.64
H -0.40 1.66 -1.07
H 1.04 2.14 -0.24
H 0.20 1.44 1.66
C 3.75 6.18 2.04
O 3.64 4.78 1.82
H 4.63 6.74 1.73
H 3.28 6.68 1.19
H 3.58 6.60 3.03
H 3.33 4.26 2.57
C -3.91 1.54 -6.15
O -3.60 2.73 -5.43
H -4.42 1.92 -7.03
H -2.95 1.14 -6.48
H -4.43 0.85 -5.48
H -3.03 2.48 -4.71
C -1.27 5.22 -0.71
C -0.74 5.33 -2.15
C 0.69 4.52 -2.43
O 1.74 5.15 -1.71
C 3.07 4.71 -1.97
N -1.74 4.89 -3.12
H -0.47 5.65 -0.10
H -1.30 4.17 -0.45
H -2.20 5.75 -0.50
H -0.56 6.36 -2.44
H 0.99 4.59 -3.48
H 0.61 3.46 -2.22
H 3.74 5.21 -1.28
H 3.38 4.65 -3.02
H 3.17 3.72 -1.51
H -1.26 5.03 -4.00
H -2.52 5.53 -3.12
C 2.18 -1.89 0.96
C 1.99 -3.34 1.43
C 2.49 -3.65 2.84
O 2.50 -5.12 2.97
C 2.82 -5.64 4.22
N 0.58 -3.62 1.23
H 1.67 -1.30 1.73
H 1.72 -1.71 0.00
H 3.24 -1.63 0.94
H 2.51 -3.96 0.71
H 1.87 -3.17 3.60
H 3.54 -3.41 3.03
H 2.26 -5.15 5.01
H 3.88 -5.53 4.46
H 2.69 -6.72 4.22
H 0.04 -2.82 1.52
H 0.26 -4.44 1.72
C -1.76 -4.04 -2.11
C -3.00 -3.72 -2.98
C -3.05 -4.65 -4.22
O -3.82 -4.28 -5.38
C -5.23 -4.38 -5.37
N -4.19 -3.86 -2.13
H -1.86 -3.58 -1.13
H -0.89 -3.55 -2.55
H -1.73 -5.13 -2.12
H -2.92 -2.72 -3.42
H -3.37 -5.66 -3.95
H -2.04 -4.76 -4.62
H -5.58 -3.59 -4.71
H -5.52 -5.40 -5.16
H -5.63 -4.15 -6.35
H -4.61 -4.78 -2.20
H -4.87 -3.36 -2.69
C -4.12 4.65 6.05
C -2.62 4.06 5.94
C -1.92 3.98 7.24
O -0.49 3.98 7.11
C 0.12 3.56 8.37
N -2.79 2.80 5.36
H -4.05 5.70 6.35
H -4.63 4.01 6.77
H -4.83 4.50 5.24
H -2.28 4.60 5.07
H -2.18 3.09 7.81
H -2.21 4.75 7.95
H 0.22 2.48 8.49
H -0.40 3.90 9.26
H 1.10 4.01 8.54
H -3.34 2.68 4.52
H -1.84 2.54 5.12
C -0.11 1.07 4.66
C 0.94 2.05 4.12
C 1.94 2.66 5.20
O 2.81 3.48 4.35
C 3.85 4.00 5.16
N 1.60 1.33 3.02
H 0.22 0.10 5.02
H -0.88 0.79 3.93
H -0.45 1.52 5.59
H 0.43 2.89 3.66
H 2.59 1.86 5.55
H 1.54 3.32 5.97
H 3.85 5.09 5.14
H 4.82 3.64 4.80
H 3.73 3.69 6.20
H 2.15 0.62 3.48
H 2.35 1.94 2.72
C 6.07 -3.07 -0.40
C 5.60 -3.64 -1.69
C 4.08 -3.68 -2.06
O 3.62 -4.95 -1.57
C 2.15 -4.94 -1.76
N 6.34 -2.86 -2.69
H 5.86 -2.01 -0.25
H 7.16 -3.09 -0.29
H 5.58 -3.48 0.48
H 5.93 -4.68 -1.67
H 3.98 -3.75 -3.14
H 3.60 -2.79 -1.64
H 1.72 -4.07 -1.26
H 1.80 -5.89 -1.36
H 1.80 -4.90 -2.79
H 7.26 -2.79 -2.27
H 6.25 -3.41 -3.53
C 4.63 2.47 -5.67
C 3.39 1.59 -6.23
C 3.86 0.33 -6.84
C 4.06 -0.87 -5.92
C 2.79 -1.14 -5.20
C 2.37 0.09 -4.37
N 2.32 1.31 -5.26
O 1.94 2.44 -4.61
C 0.99 -0.20 -3.91
C 3.30 0.20 -3.12
C 2.62 2.37 -7.25
H 5.38 1.74 -5.36
H 4.44 2.99 -4.73
H 5.03 3.10 -6.46
H 3.19 -0.09 -7.58
H 4.78 0.43 -7.43
H 4.93 -0.80 -5.27
H 4.10 -1.85 -6.39
H 3.00 -1.98 -4.53
H 2.03 -1.68 -5.76
H 0.55 0.58 -3.28
H 0.38 -0.42 -4.78
H 0.94 -1.22 -3.54
H 4.34 0.31 -3.43
H 3.16 1.13 -2.56
H 3.04 -0.62 -2.45
H 1.94 1.84 -7.92
H 3.22 2.82 -8.04
H 2.09 3.20 -6.79
H 1.15 2.70 -5.09
C -4.17 -5.68 1.63
C -3.95 -4.37 2.37
C -2.62 -4.49 3.13
C -2.07 -3.18 3.70
C -2.21 -1.97 2.73
C -3.53 -1.88 1.91
N -3.90 -3.21 1.44
O -5.02 -3.19 0.56
C -4.55 -1.26 2.85
C -3.05 -0.97 0.75
C -5.08 -4.14 3.39
H -5.12 -5.58 1.11
H -4.38 -6.48 2.34
H -3.31 -5.92 1.01
H -2.67 -5.34 3.81
H -1.91 -4.94 2.44
H -1.03 -3.21 4.05
H -2.57 -2.98 4.65
H -1.33 -1.91 2.09
H -2.11 -1.10 3.38
H -4.40 -1.62 3.87
H -4.40 -0.19 3.01
H -5.62 -1.41 2.67
H -2.38 -1.32 -0.03
H -3.94 -0.77 0.16
H -2.88 0.04 1.11
H -5.23 -5.08 3.91
H -6.01 -3.78 2.95
H -4.74 -3.49 4.20
H -4.54 -3.49 -0.21
*
```

The value obtained for the HOMO energy is -7.807 eV. For the frontier orbital gap, the calculation gives 8.266 eV.

***

3.
Density functional theory data (ωB97M-V with the def2-TZVPD basis set) for one molecule with the formula C5H6N2O3.

The geometry in ORCA input format:
```
! RIJCOSX wB97M-V def2-TZVPD def2/J DEFGRID3
* xyz 0 3
C 2.60 -1.09 0.11
C 1.08 0.88 -0.37
C 1.67 -0.16 0.72
C -1.26 0.60 -0.24
C -2.43 0.22 -1.07
N 3.46 -1.76 -0.20
N 0.55 -0.93 1.29
O 1.41 1.99 -0.60
O -0.08 0.39 -0.99
O -1.24 1.20 0.81
H 2.31 0.28 1.55
H -2.06 -0.65 -1.71
H -2.88 1.06 -1.62
H -3.19 -0.10 -0.35
H -0.07 -1.32 0.60
H 0.13 -0.61 2.06
*
```

The value obtained for the HOMO energy (alpha / beta) is -6.352 / -10.396 eV. As for the expectation value of S²: 2.01. For the frontier orbital gap (alpha / beta), the calculation gives 6.845 / 6.631 eV.

***

4.
Density functional theory data (ωB97M-V with the def2-TZVPD basis set) for an isolated ion of composition C25H35N2O3 and charge +1.

The geometry in ORCA input format:
```
! RIJCOSX wB97M-V def2-TZVPD def2/J DEFGRID3
* xyz 1 1
C 0.94 6.14 5.11
H -0.13 6.00 4.93
H 1.40 6.62 4.24
H 1.08 6.77 5.98
O 1.58 4.92 5.42
C 1.58 3.93 4.51
C 0.98 3.98 3.25
C 1.04 2.89 2.41
C 1.70 1.72 2.79
C 2.30 1.67 4.05
C 2.24 2.75 4.89
H 2.71 2.72 5.86
H 2.84 0.79 4.36
C 1.74 0.60 1.86
C 1.68 0.61 0.49
N 1.75 -0.68 0.04
C 1.81 -1.48 1.10
N 1.83 -0.73 2.20
C 1.91 -1.52 3.41
H 2.92 -1.49 3.81
H 1.21 -1.15 4.17
C 1.55 -2.93 2.90
H 0.48 -3.11 3.04
H 2.09 -3.70 3.44
C 1.88 -2.92 1.39
H 2.88 -3.31 1.20
H 1.16 -3.50 0.81
C 1.56 -1.10 -1.33
H 1.74 -0.27 -2.00
H 2.24 -1.92 -1.57
C 0.10 -1.61 -1.49
O -0.45 -2.20 -0.60
O -0.37 -1.27 -2.65
C -1.73 -1.66 -3.00
C -1.59 -2.89 -3.89
C -2.92 -3.36 -4.46
C -2.72 -4.58 -5.36
H -3.67 -4.91 -5.76
H -2.28 -5.40 -4.79
H -2.06 -4.34 -6.19
C -3.54 -2.20 -5.23
C -3.73 -1.00 -4.31
H -4.21 -0.20 -4.87
H -4.41 -1.28 -3.50
C -2.42 -0.48 -3.71
H -1.75 -0.16 -4.51
C -2.73 0.73 -2.80
C -3.06 1.96 -3.65
H -3.90 1.77 -4.32
H -3.33 2.79 -3.01
H -2.20 2.24 -4.25
C -1.61 1.12 -1.83
H -0.67 1.26 -2.37
H -1.87 2.05 -1.34
H -1.46 0.37 -1.05
H -3.61 0.48 -2.19
H -4.50 -2.50 -5.64
H -2.89 -1.92 -6.07
H -3.58 -3.63 -3.64
H -0.91 -2.64 -4.71
H -1.12 -3.69 -3.30
H -2.26 -1.91 -2.07
H 1.62 1.44 -0.18
H 0.56 2.95 1.44
H 0.46 4.87 2.93
*
```

The value obtained for the HOMO energy is -10.942 eV. For the frontier orbital gap, the calculation gives 8.903 eV.

***

How do the records compare in energy relative to the best compared isomer or geometry (same formula, charge and spin)? In the order shown, they have 53.7; 111.6; 2.4; 0.0 kcal/mol.
How do the records compare in largest force on an atom? In the order shown, they have 0.04013; 0.10245; 0.17215; 0.01885 hartree/bohr.
How do the records compare in total energy? In the order shown, they have -149606.2074; -89274.9099; -14399.0315; -35611.4985 eV.